[1]
{
  "formula": "C17H42CoN4O9P",
  "method": "ωB97M-V/def2-TZVPD",
  "species": ["H", "C", "H", "C", "C", "C", "C", "H", "O", "C", "H", "H", "H", "H", "H", "H", "H", "C", "C", "H", "C", "O", "N", "H", "C", "H", "C", "H", "H", "H", "H", "C", "H", "H", "H", "N", "N", "N", "H", "O", "H", "H", "O", "O", "H", "H", "H", "H", "H", "H", "O", "O", "H", "H", "H", "C", "H", "H", "C", "C", "H", "H", "H", "O", "H", "H", "O", "H", "H", "Co", "H", "C", "C", "P"],
  "xyz": [[-27.4066, -0.4999, 6.0114], [-27.8732, 2.1207, 2.4044], [-28.7496, -2.0905, 0.7939], [-31.4707, 4.4466, 3.3546], [-30.9491, 2.4642, -0.8822], [-28.0530, -1.1982, 5.4797], [-32.3080, -1.5052, 1.3228], [-32.7969, 5.3018, 5.7510], [-28.0031, 1.1436, 3.4080], [-31.8523, -2.4106, 2.4263], [-30.8422, -2.8203, 2.4284], [-31.7462, 4.0968, -1.9073], [-32.5229, -3.2649, 2.5186], [-27.7987, -0.6664, 0.6398], [-36.7517, 2.4984, 2.2913], [-36.0261, 1.8130, 6.3103], [-32.5157, -0.1481, -0.8728], [-31.8992, 4.6836, 5.7622], [-34.8404, 4.5471, -0.7318], [-28.6272, 2.0790, 1.6184], [-34.8737, 2.9578, 1.1722], [-32.1646, 3.3790, 3.2292], [-31.1943, 4.9854, 4.5111], [-34.0503, 4.7022, -1.4665], [-35.2130, 1.8080, 5.5843], [-33.1504, -1.6015, -1.7594], [-28.7049, -1.0483, 1.1100], [-33.2833, 3.4295, 0.1614], [-29.8076, 4.6675, 1.8429], [-35.2195, 5.5466, -0.5190], [-31.5542, 4.9055, 1.3992], [-33.1828, 0.7863, 5.6058], [-30.4849, 5.7031, 4.4681], [-27.4604, -1.7452, 4.7464], [-30.7523, 1.4524, -1.2367], [-34.2349, 3.7220, 0.3313], [-34.1445, 1.2061, 6.3710], [-32.0970, -1.9538, 0.0926], [-28.4344, -1.8420, 6.2722], [-33.1037, 0.9593, 4.3695], [-35.5393, 1.1728, 4.7609], [-36.9325, 2.9443, 0.5834], [-28.6042, -1.1038, 2.5453], [-31.5094, 2.2335, 0.3841], [-27.9651, 3.0827, 2.9086], [-32.9971, 2.8494, -1.6148], [-32.3495, 3.7101, 5.9561], [-31.5862, -0.6348, 5.8163], [-31.7517, 2.5054, -2.8532], [-32.2358, -0.0488, 7.3315], [-32.7140, -0.3906, 1.4982], [-30.5285, 0.6843, 2.9217], [-31.4295, -1.2399, -1.6930], [-35.5435, 3.8342, -1.1624], [-31.7260, -1.9014, 3.3817], [-32.3602, -1.1965, -1.1272], [-31.6281, -2.8412, -0.0209], [-35.0879, 2.8582, 5.3206], [-31.9991, 0.2455, 6.3090], [-30.7798, 5.0512, 2.1523], [-34.1894, 0.9069, 7.3347], [-31.2011, 4.7430, 6.5972], [-36.5992, 4.1878, 1.8158], [-34.2924, 2.1053, 1.8421], [-31.2009, 0.9874, 6.2837], [-29.9870, 2.9763, -0.9001], [-29.1337, -0.4410, 4.9615], [-26.9022, 2.1226, 1.9092], [-30.6606, 6.1287, 2.2658], [-32.3221, 1.5260, 2.2462], [-29.5570, -0.4947, 0.7155], [-31.9669, 3.0295, -1.9220], [-36.3938, 3.1633, 1.5053], [-29.2413, 0.0973, 3.3854]],
  "lowdin_charge": [0.0868, -0.1463, 0.0836, -0.5196, -0.4205, -0.1251, -0.5448, 0.0686, -0.2305, 0.0026, 0.0745, 0.0647, 0.0897, 0.0903, 0.0739, 0.0768, 0.0768, -0.1576, -0.0497, 0.0749, -0.4950, -0.0647, 0.0264, 0.0637, -0.0803, 0.0839, -0.0946, 0.0793, 0.0735, 0.0843, 0.0707, -0.5764, 0.0982, 0.0847, 0.0599, 0.0478, 0.0384, 0.0307, 0.0858, -0.0166, 0.0904, 0.0695, -0.2269, -0.3690, 0.0680, 0.0431, 0.0612, 0.0689, 0.0671, 0.0726, 0.0197, -0.2335, 0.0822, 0.0887, 0.0735, -0.0405, 0.1387, 0.0862, -0.0320, -0.0315, 0.1389, 0.0525, 0.0757, -0.0202, 0.0820, 0.0874, -0.2464, 0.0858, 0.0654, 0.7693, 0.0817, -0.0901, 0.0185, 0.5342],
  "total_charge": 0,
  "homo_ev": [-1.40, -7.47],
  "multiplicity": 5,
  "s_squared": 6.005
}

---

[2]
{
  "formula": "C17H42InN3O8",
  "method": "ωB97M-V/def2-TZVPD",
  "species": ["C", "H", "C", "O", "H", "H", "H", "C", "H", "H", "H", "C", "H", "H", "C", "H", "H", "C", "H", "H", "O", "H", "H", "H", "H", "H", "C", "H", "H", "C", "H", "H", "N", "H", "O", "C", "H", "O", "H", "N", "C", "C", "H", "H", "H", "C", "O", "H", "O", "O", "H", "H", "H", "H", "H", "C", "H", "H", "H", "H", "C", "C", "H", "H", "H", "In", "H", "N", "C", "C", "O"],
  "xyz": [[-1.1811, 0.9687, 3.7090], [0.2734, 2.1300, 4.3788], [2.7149, -0.4860, 1.1006], [0.8915, 0.4534, 0.4630], [-3.2077, -0.2715, 1.4360], [-2.1784, -0.0631, -4.3560], [-0.1361, -2.3799, 1.9984], [2.7048, -1.6353, -0.9452], [-0.6849, -0.9516, -1.9866], [2.2723, -0.8293, -1.5379], [2.5362, 0.4902, 0.6498], [-3.4215, -1.6032, -1.5016], [-2.0413, 0.9562, 3.0397], [-1.8610, 3.2344, 2.7321], [-0.2663, -0.3077, 3.7000], [-1.4693, 3.4523, 4.4317], [-1.6534, 1.0166, 4.6901], [-1.0712, 5.5083, 1.0361], [-2.0842, 5.4967, 1.4385], [1.0586, -1.4341, -0.5347], [0.4718, -0.4485, 2.4685], [2.3892, -5.0909, -1.2536], [0.4233, -0.2431, 4.5417], [1.1200, -0.4495, -3.4758], [1.5302, 2.4203, -4.0942], [1.4823, -1.9064, 1.3260], [-0.9091, -0.8573, -3.0491], [3.7899, -1.5462, -0.9984], [2.2908, 1.3911, -2.9494], [2.6883, -4.1995, -0.7023], [-0.7468, 6.5480, 0.9926], [0.7381, 4.5262, 3.5092], [2.8447, -3.1899, -2.8346], [-0.6406, 5.5124, 3.4530], [0.1680, 1.2943, -2.9662], [-3.3530, -1.0099, -2.9384], [1.4521, 2.7518, -2.3937], [2.2298, -1.5616, 0.3930], [1.2163, -2.3944, 2.9535], [-0.2514, 2.1040, 3.5162], [-3.1128, -1.1119, 0.7484], [1.3702, 1.9477, -3.1251], [1.2236, -3.0702, -1.6509], [3.7283, -4.1608, -0.3785], [-0.8540, -1.8417, -3.5139], [0.7764, -1.8034, 2.1502], [-3.1834, -0.5605, -0.6163], [2.2099, -0.5515, 2.0643], [0.3724, -1.0772, -1.1033], [-0.1066, 4.6790, 1.6241], [3.8003, -0.5309, 1.1907], [-2.6626, -2.3840, -1.4494], [-3.4984, -1.8377, -3.6326], [2.4310, -2.6348, -3.5701], [-0.9857, 5.1335, 0.0162], [-0.2447, 4.5840, 3.0415], [-0.8760, -1.1933, 3.8791], [-3.7687, -1.9696, 0.8973], [-4.3935, -2.0640, -1.3257], [0.0557, 0.1084, -4.7619], [2.3079, -2.9989, -1.5649], [-1.0366, 3.3260, 3.4393], [-2.1216, -1.4836, 1.0081], [-4.2396, -0.4047, -3.1276], [2.0970, -4.1081, 0.2089], [0.6441, 2.0355, 1.3420], [2.6876, -4.1370, -3.1483], [-2.2006, -0.1895, -3.3542], [0.1786, 0.0605, -3.6799], [0.1189, 0.0319, -0.4088], [-0.8460, 0.8108, -0.6387]],
  "lowdin_charge": [-0.1220, 0.1549, -0.0971, -0.2196, 0.0731, 0.1188, 0.1132, -0.1070, 0.0321, 0.1271, 0.0857, -0.2350, 0.1251, 0.1426, -0.1276, 0.1539, 0.1497, -0.0560, 0.1164, 0.0458, -0.2866, 0.0970, 0.1384, 0.0988, 0.1028, -0.0290, -0.1635, 0.1599, 0.0864, -0.0116, 0.1176, 0.1354, 0.0635, 0.1505, -0.1618, -0.1598, 0.0818, -0.2192, 0.1281, -0.0804, -0.0489, -0.1312, 0.1357, 0.0992, 0.1397, -0.0699, -0.1761, 0.0968, 0.0610, -0.2413, 0.1377, 0.1177, 0.1208, 0.0839, 0.1119, -0.1811, 0.1402, 0.0987, 0.1298, 0.1361, -0.4549, -0.1901, 0.0592, 0.1207, 0.0772, 1.5268, 0.0943, 0.0205, -0.1690, -0.6447, 0.0772],
  "total_charge": 2,
  "homo_ev": -12.93
}

---

[3]
{
  "formula": "C17H43BNO13P4S",
  "method": "ωB97M-V/def2-TZVPD",
  "species": ["H", "H", "O", "H", "H", "O", "H", "O", "P", "H", "B", "O", "O", "H", "H", "H", "O", "H", "C", "H", "H", "P", "H", "H", "H", "C", "C", "C", "C", "H", "H", "H", "C", "P", "C", "H", "O", "H", "O", "C", "H", "H", "H", "H", "S", "H", "H", "H", "O", "H", "C", "H", "O", "H", "C", "C", "C", "O", "H", "C", "C", "H", "H", "O", "N", "H", "H", "H", "H", "H", "H", "O", "C", "C", "H", "H", "H", "H", "P", "C"],
  "xyz": [[-7.8721, 0.0615, 7.2816], [2.6906, 1.3789, -1.9615], [6.5997, 2.0415, -6.7635], [-7.5908, -6.1878, 8.5572], [1.2749, -1.2852, 2.4779], [2.4224, -3.1286, -1.0307], [-4.4325, -0.7509, 4.0039], [1.8293, 1.8020, -1.8573], [-6.8303, -3.1237, 5.3895], [-3.5045, -3.0797, 4.3109], [1.3660, 1.4777, -0.5748], [-7.0820, -3.2435, 7.0145], [-5.2428, -2.8952, 5.3618], [2.8382, 1.1996, 1.0704], [10.4149, 1.6373, -4.8698], [-9.2589, -2.0261, 5.5310], [-7.2142, -1.5535, 5.4093], [3.5037, 2.5943, -4.7774], [8.6381, 2.7426, -4.3357], [8.9477, 1.0783, -5.6849], [-8.5433, -4.7139, 6.8089], [-0.6158, 0.3429, -2.1887], [3.1120, 3.7512, -6.0361], [3.8628, 5.6317, -4.6467], [4.5621, 1.8231, -9.4221], [5.6202, 1.3808, -7.6003], [0.0121, 0.6176, -0.4833], [-4.7104, -1.5844, 3.3607], [3.6643, 4.6652, -4.1794], [2.3751, -1.1369, -1.1568], [9.7074, 2.5747, -6.2024], [0.3115, -2.6428, 0.4605], [2.2288, 2.0096, 0.6405], [0.2472, -0.4305, 2.0220], [-8.7103, -0.5985, 7.0612], [-4.9147, -3.7329, 3.4801], [5.6498, 2.0184, -3.9091], [-8.7089, -1.3847, 7.8140], [-0.6731, 2.6781, 0.6117], [-6.9906, -5.3646, 8.1637], [0.5637, 0.8804, 2.3832], [5.8505, 2.9845, -9.0232], [4.3882, 4.5483, -3.3730], [0.1161, -2.1030, -1.1668], [-1.3543, -0.9422, 3.0202], [-6.3935, -4.9478, 8.9762], [2.9494, 2.7425, 0.2667], [-8.8494, -0.4203, 4.9281], [5.1214, 3.5184, -5.7308], [4.8235, 0.9380, -6.9984], [-7.8739, -4.2938, 7.5596], [6.1378, 0.5709, -8.1149], [7.4872, 3.3203, -4.9538], [-8.5012, -3.8513, 8.3401], [2.0925, -1.8852, -0.4113], [9.4806, 1.9625, -5.3298], [-8.5848, -1.1766, 5.6670], [-7.0813, -4.5192, 4.9613], [9.2190, 3.5703, -3.9294], [5.0596, 2.3578, -8.6118], [3.7880, 3.5565, -5.1999], [-4.0850, -1.5642, 2.4698], [4.3284, 3.0203, -8.1533], [-2.2488, 1.2150, 0.0375], [0.0399, -0.6043, 0.3661], [-1.7922, -0.4223, -2.0378], [-9.6447, -0.0437, 7.1610], [-6.2949, -5.7609, 7.4246], [0.3428, -0.4461, -2.8761], [2.6637, 4.6842, -3.7462], [1.6210, 2.4895, 1.4020], [-0.9588, 1.5949, -2.8963], [-4.5561, -2.9007, 4.0925], [-1.0754, 1.6031, 0.1283], [2.6588, -1.7453, 0.5125], [-5.7493, -1.4266, 3.0561], [8.3351, 2.1077, -3.4982], [2.2290, -3.8296, -0.4002], [6.1918, 2.3881, -5.2351], [0.5719, -1.8143, -0.2174]],
  "lowdin_charge": [0.0877, 0.0986, -0.2013, 0.0728, -0.0220, -0.0716, 0.0768, 0.0714, 0.5128, 0.1032, -0.5202, -0.2186, -0.1884, 0.0576, 0.0748, 0.1153, -0.1916, 0.1033, -0.2832, 0.0664, 0.1027, 0.7273, 0.1125, 0.0742, 0.0786, -0.2541, -0.3899, -0.1188, -0.0689, 0.1119, 0.0798, 0.1144, -0.0225, 0.3696, -0.0702, 0.1093, -0.2184, 0.0602, -0.0182, -0.0779, -0.0032, 0.0852, 0.0765, 0.1061, 0.1474, 0.0752, 0.0620, 0.1165, -0.2173, 0.1186, -0.3097, 0.1140, -0.1915, 0.1081, -0.2471, -0.0854, -0.2560, -0.2278, 0.1164, -0.0685, -0.2822, 0.0428, 0.0643, -0.0350, -0.2930, 0.0333, 0.0764, 0.0769, 0.0167, 0.0837, 0.0467, -0.4079, -0.2691, -0.7477, 0.1078, 0.0671, 0.1106, 0.0813, 0.5139, -0.2513],
  "total_charge": -1,
  "homo_ev": -5.14
}

---

Total energy in eV, matching the order above: -89613.263 -44304.673 -95106.562